# C30H75N5O15

10 unconnected molecules or ions with the total composition C30H75N5O15 in a non-equilibrium geometry (ωB97M-V with the def2-TZVPD basis set, the OMol25 dataset).

```
125
Properties=species:S:1:pos:R:3:forces:R:3
C 2.035168 9.048539 -1.420272 0.72 0.16 -0.85
C 2.178780 7.780942 -2.239745 -1.16 -2.69 0.59
C 1.269356 6.582611 -1.718341 0.65 -0.04 -0.86
O 1.531189 5.415495 -2.482002 0.63 1.64 -0.51
C 0.776996 4.286098 -2.089519 -1.15 0.51 0.52
N 1.805671 7.916958 -3.709925 -0.89 0.30 -0.01
H 2.018913 7.097110 -4.270220 1.02 -0.43 0.13
H 0.804420 7.931134 -3.880233 -0.59 0.49 0.55
H 2.179582 8.768647 -4.112248 0.34 0.06 -0.30
H 2.825708 9.698552 -1.798055 0.02 0.38 0.46
H 2.220051 8.813336 -0.373106 0.09 0.02 -0.09
H 1.102267 9.606868 -1.495215 -0.22 -0.41 -0.14
H 3.199065 7.407315 -2.322973 0.12 0.25 0.47
H 0.241390 6.924969 -1.866315 -0.41 -0.09 0.08
H 1.386380 6.326923 -0.664397 0.33 0.56 0.19
H -0.257888 4.604208 -1.937138 -0.38 -0.05 -0.42
H 1.041541 3.966929 -1.080672 0.66 -0.62 -0.31
H 0.811186 3.563820 -2.901756 0.35 -0.22 0.52
C 1.054665 -1.852974 0.871645 0.75 -0.08 0.19
C 0.649135 -1.192422 -0.452698 0.11 -0.31 -0.93
C 1.038067 0.279001 -0.536434 0.25 0.27 1.75
O 0.826886 0.994144 -1.696838 0.26 0.28 -1.31
C -0.508961 1.122196 -2.101716 -0.57 0.06 0.25
N 1.388691 -1.852979 -1.601421 -0.38 0.65 2.00
H 1.543543 -2.834325 -1.404084 -0.05 -1.31 -0.02
H 0.917477 -1.713992 -2.485365 -0.15 0.30 -1.42
H 2.303779 -1.411321 -1.559045 1.23 -0.08 -0.62
H 2.127574 -1.731538 1.032102 0.16 0.30 -0.21
H 0.956596 -2.939182 0.901263 -0.41 -0.06 -0.62
H 0.604514 -1.487134 1.793531 -0.24 0.42 -0.35
H -0.419060 -1.253323 -0.664071 -0.07 -0.37 0.10
H 2.101024 0.403952 -0.325769 0.10 -0.30 0.03
H 0.507858 0.760244 0.291658 -0.23 0.24 0.29
H -0.921009 0.175395 -2.451571 -0.18 0.03 0.08
H -0.638706 1.845905 -2.906969 0.59 -0.16 -0.25
H -1.084714 1.567344 -1.286496 -0.38 -0.38 0.31
C -1.781980 1.358654 6.399756 -0.50 0.01 0.87
C -1.923935 0.009508 5.709445 0.62 -0.32 0.70
C -1.884801 0.168789 4.226069 0.36 -0.79 -0.81
O -1.917460 -1.123755 3.639485 0.05 0.48 0.41
C -2.060441 -1.066269 2.236277 -0.47 -0.15 -1.18
N -0.802306 -0.954919 6.164845 -0.94 0.95 0.26
H -0.898544 -1.076035 7.165483 0.11 -0.07 0.23
H -0.827763 -1.869780 5.731519 -0.19 -0.04 -0.52
H 0.098662 -0.509563 5.985997 1.69 0.50 -0.55
H -1.685474 1.243509 7.480758 0.44 -0.17 0.06
H -2.729453 1.897493 6.360851 -0.06 -0.03 -0.53
H -0.990583 2.012835 6.036575 0.12 -0.35 -0.15
H -2.799514 -0.525219 6.077433 -0.36 0.29 -0.42
H -0.973882 0.669282 3.890361 0.27 0.15 0.28
H -2.701028 0.823753 3.914428 -0.39 -0.22 -0.07
H -1.270193 -0.574975 1.665285 0.43 0.39 0.64
H -2.982271 -0.558346 1.946910 -0.26 -0.18 0.05
H -2.049052 -2.076564 1.828026 -0.28 -0.10 0.33
C 0.239930 -4.088309 4.083691 0.79 -0.52 -0.22
C 1.655778 -4.707531 4.295402 -0.15 1.20 0.38
C 1.753374 -6.207488 4.070826 -1.03 0.30 0.72
O 3.020029 -6.673058 4.466661 -0.40 -0.25 -0.17
C 3.915935 -7.025768 3.427150 0.47 -0.33 -0.43
N 2.627483 -3.930100 3.448334 -0.69 -0.88 -0.25
H 2.531394 -2.925124 3.571830 0.04 0.87 0.23
H 3.571274 -4.252071 3.624366 0.26 0.14 0.03
H 2.407953 -4.168157 2.485625 0.22 -0.18 -1.56
H 0.213034 -3.024581 4.319966 0.38 0.07 -0.30
H -0.567517 -4.544658 4.655724 0.29 -0.42 0.09
H 0.023059 -4.236650 3.024993 -0.30 0.26 -0.06
H 2.069515 -4.501263 5.283293 -0.52 -0.27 0.35
H 1.317174 -6.591657 3.147335 0.88 0.33 -0.68
H 0.976543 -6.550636 4.758780 0.33 -0.44 0.59
H 3.627680 -7.884609 2.818336 -0.66 -0.02 0.09
H 4.840335 -7.357520 3.899111 0.05 0.43 0.13
H 4.082469 -6.209662 2.722579 0.13 0.07 -0.01
C -7.143575 1.538002 -4.871517 0.06 0.31 0.49
C -5.788414 1.412206 -4.128673 -0.27 0.81 -0.69
C -4.634459 1.124139 -5.102254 1.00 -1.06 0.20
O -3.348148 1.111775 -4.500400 -1.69 2.13 1.60
C -2.330148 0.350726 -5.100341 -1.09 -0.57 -1.46
N -5.482626 2.743496 -3.436016 -0.29 0.85 -1.50
H -5.120036 2.494233 -2.517880 1.29 -0.49 1.38
H -4.801807 3.265380 -3.977744 0.97 -0.54 0.11
H -6.183057 3.474652 -3.384373 -1.09 -0.65 0.29
H -7.461939 0.673428 -5.452371 0.50 -0.15 0.06
H -7.154465 2.403676 -5.535279 0.24 -0.03 -0.19
H -7.960583 1.715462 -4.170836 0.10 -0.05 0.26
H -5.813359 0.726535 -3.282381 0.14 -0.26 -0.29
H -4.597855 1.805530 -5.956047 -0.42 0.43 -0.09
H -4.898294 0.155025 -5.531763 0.18 -0.32 -0.05
H -1.313221 0.647807 -4.851768 -0.31 -0.21 0.65
H -2.437439 0.544481 -6.170417 0.34 -0.57 -0.37
H -2.619098 -0.668203 -4.844006 1.05 -0.36 -0.36
C 5.181787 0.677428 -0.821052 0.02 -0.13 -0.61
C 5.332746 -0.798111 -1.201160 1.64 -1.95 1.73
O 4.291236 -1.502301 -1.168615 -1.33 0.42 -0.62
O 6.499359 -1.287077 -1.255599 -0.93 1.25 -0.55
H 4.232873 0.786548 -0.296575 0.10 0.25 0.09
H 5.155461 1.254757 -1.746532 0.01 0.28 0.06
H 6.039289 0.971628 -0.217127 -0.11 0.14 -0.02
C 0.938920 -6.812361 -0.081592 0.90 0.02 0.91
C 1.613916 -5.430782 -0.186494 0.54 0.43 0.30
O 2.466887 -5.072200 0.683849 -0.33 -0.63 1.45
O 1.308659 -4.702022 -1.124990 -1.00 0.62 -1.30
H 1.139846 -7.450130 -0.941547 -0.19 0.27 -0.17
H -0.129059 -6.743151 0.123899 -0.03 0.14 -0.29
H 1.417151 -7.281760 0.779784 -0.15 -0.30 0.05
C 1.812059 -3.096479 -4.900827 0.11 -0.02 -0.28
C 0.773695 -2.033605 -5.262478 -0.43 -0.63 -0.70
O 0.259914 -2.058574 -6.393271 0.19 -0.17 -0.48
O 0.439386 -1.228556 -4.366656 -0.13 0.92 1.92
H 1.315471 -3.984232 -4.507105 -0.13 0.04 0.10
H 2.516665 -2.740729 -4.149201 0.06 -0.01 -0.05
H 2.333197 -3.410197 -5.805159 0.12 0.04 0.07
C 1.824371 1.284582 3.145719 1.35 1.27 0.31
C 1.860989 0.166331 4.170049 -1.17 -0.99 1.48
O 1.612351 0.401839 5.395220 -0.78 1.45 0.22
O 2.024521 -1.013421 3.845356 0.52 -1.45 -1.75
H 2.733469 1.320656 2.543168 -0.02 -0.67 -0.26
H 1.932916 2.228177 3.683212 -0.52 0.07 0.19
H 0.988360 1.371659 2.452685 -0.21 -0.54 0.27
C -3.551617 2.353572 0.508665 0.33 -0.52 -0.22
C -4.144914 1.207057 -0.355568 -1.18 -2.15 1.11
O -4.642629 0.157108 0.174222 1.31 2.31 -0.09
O -4.139849 1.395213 -1.596852 -0.23 1.18 -0.95
H -3.955495 3.310623 0.176840 -0.56 -0.03 0.41
H -2.489404 2.521250 0.319820 0.19 -0.53 -0.18
H -3.646595 2.129853 1.570920 -0.34 0.34 -0.02
```
Positions in Å, forces in eV/Å.

As for the HOMO energy: -5.581 eV. The calculation puts the HOMO-LUMO gap at 3.6 eV. For the LUMO energy, the calculation gives -1.991 eV.